# C15H47N7O8

8 unconnected molecules or ions with the total composition C15H47N7O8 (ωB97M-V/def2-TZVPD, the Open Molecules 2025 dataset).

Atoms and positions in Å:
C -2.0159 -0.3761 -1.9759
O -3.2662 -0.6859 -1.4285
C -3.2097 -1.3677 -0.2163
C -4.5847 -1.9640 0.0333
C -4.6061 -2.7250 1.3396
N -5.0778 -2.7731 -1.0836
H -2.2122 0.1584 -2.9070
H -1.5004 -1.3413 -2.1512
H -1.4965 0.2960 -1.2930
H -2.4474 -2.1476 -0.3145
H -2.8399 -0.6780 0.5383
H -5.3046 -1.1340 0.0390
H -4.3249 -2.0572 2.1420
H -3.9043 -3.5643 1.2426
H -5.6197 -3.0764 1.5286
H -5.0313 -2.3032 -1.9845
H -4.4071 -3.5312 -1.1506
N 1.4268 0.7538 -0.8010
C 1.2789 0.1562 0.3390
N 0.7379 0.6500 1.4485
O 1.7158 -1.0053 0.4487
H 0.8128 1.5196 -1.0554
H 1.6247 0.0784 -1.5471
H 0.1945 1.4981 1.3563
H 0.4147 -0.0425 2.1197
N 1.4512 -2.5918 -1.9310
C 1.3851 -2.0239 -3.0695
N 1.1942 -2.6502 -4.2679
O 1.4036 -0.7941 -3.1817
H 1.5920 -1.9408 -1.1529
H 1.6760 -3.5637 -1.7730
H 1.1584 -3.6256 -4.5348
H 1.1292 -1.9667 -5.0161
N 4.2182 -2.8849 -0.1512
C 4.1584 -3.5520 0.9508
N 3.2078 -3.3346 1.8219
O 4.9777 -4.4474 1.1577
H 3.7453 -2.0075 -0.2735
H 5.1536 -3.0374 -0.5294
H 3.2701 -3.9056 2.6513
H 2.5842 -2.5461 1.7439
C -2.6080 2.8092 0.5344
C -1.5938 3.8515 0.2528
O -0.2898 3.1851 0.0712
H -2.3722 2.2347 1.4183
H -2.6380 2.1388 -0.3125
H -3.5970 3.2809 0.6219
H -1.4740 4.5576 1.0723
H -1.7727 4.3632 -0.6911
H 0.3154 3.8765 -0.2066
C 2.5756 2.5366 3.5425
C 3.1185 2.9367 2.1532
O 4.0279 4.0388 2.2122
H 3.3348 2.1529 4.2334
H 1.9413 1.6688 3.4212
H 2.0867 3.4180 3.9545
H 2.3176 3.3085 1.5104
H 3.5912 2.1037 1.6054
H 4.7516 3.7495 2.7648
C -0.7005 -2.3859 2.3408
C 0.1911 -1.8827 3.4873
O -0.3116 -0.6169 3.8613
H -0.7178 -1.6768 1.5128
H -1.7081 -2.4931 2.7879
H -0.3834 -3.3384 1.9165
H 1.2275 -1.8158 3.1622
H 0.1647 -2.5427 4.3600
H 0.1511 -0.2385 4.6060
C 0.4260 2.5941 -3.7813
C -0.0561 3.9403 -3.3392
O -0.2997 4.9492 -4.3402
H -0.2445 2.0940 -4.4658
H 0.3707 2.0097 -2.8619
H 1.4375 2.5713 -4.1867
H 0.6081 4.4239 -2.6256
H -0.9981 3.8435 -2.7857
H 0.4652 4.8883 -4.9182

E_LUMO: 0.4 eV
HOMO-LUMO gap: 9.649 eV
Total energy: -43129.2742 eV
F_max: 0.089 Eh/bohr

Want to see where the charge sits? The Löwdin charges in e are: C -0.09; O -0.21; C -0.24; C -0.45; C -0.06; N 0.04; H 0.10; H 0.10; H 0.07; H 0.12; H 0.12; H 0.14; H 0.07; H 0.08; H 0.08; H 0.07; H 0.07; N 0.21; C -0.69; N 0.21; O -0.06; H 0.07; H 0.07; H 0.08; H 0.06; N 0.21; C -0.72; N 0.15; O -0.03; H 0.06; H 0.13; H 0.10; H 0.11; N 0.18; C -0.80; N 0.18; O -0.01; H 0.08; H 0.13; H 0.12; H 0.06; C -0.08; C -0.26; O -0.13; H 0.08; H 0.06; H 0.09; H 0.12; H 0.10; H 0.07; C -0.08; C -0.31; O -0.08; H 0.07; H 0.03; H 0.08; H 0.09; H 0.11; H 0.07; C -0.07; C -0.31; O -0.09; H 0.05; H 0.08; H 0.08; H 0.08; H 0.12; H 0.09; C -0.07; C -0.32; O -0.08; H 0.08; H 0.04; H 0.09; H 0.10; H 0.10; H 0.07

=====

# C15H47NO12

9 unconnected molecules or ions with the total composition C15H47NO12 (ωB97M-V/def2-TZVPD, the Open Molecules 2025 dataset).

Atoms and positions in Å:
C 1.4823 2.0983 -4.7846
O 0.4770 1.2063 -4.5846
C -0.2292 1.1795 -3.3621
C -1.4074 0.1989 -3.3585
N -2.0218 0.1663 -2.0708
H -1.2593 -0.2928 -1.4230
H -2.3140 0.8768 -1.6305
C -3.1265 -0.8588 -2.2442
C -3.4445 -1.4740 -0.8676
O -4.6535 -2.0976 -0.9721
C -4.9144 -3.0093 0.0959
H 1.7546 2.4093 -5.7451
H 2.4256 1.8617 -4.4392
H 0.8781 3.0128 -4.4325
H -0.6818 2.2203 -3.0811
H 0.4853 0.8061 -2.5421
H -1.1670 -0.7772 -3.7513
H -2.1139 0.7056 -4.1412
H -2.8951 -1.5991 -2.8240
H -3.9393 -0.4495 -2.5295
H -3.4558 -0.8502 0.0098
H -2.6087 -2.2075 -0.6343
H -4.6227 -2.4476 1.0509
H -4.2265 -3.7584 0.2990
H -5.8854 -3.1845 0.2460
C 0.1477 0.1379 0.2332
O -0.5911 1.2942 -0.0703
O 0.9258 0.0519 1.2958
O -0.0679 -0.9352 -0.4479
H 0.9460 0.9266 1.6613
C 1.8676 5.3595 -0.0022
C 1.4007 3.9742 0.1792
O 0.9302 3.4752 -0.9385
H 2.7879 5.5699 -0.6495
H 2.3007 5.8430 0.8934
H 1.3100 6.0573 -0.3808
H 0.7277 3.8372 1.1373
H 2.1632 3.1609 0.1833
H 0.4601 2.7333 -0.8021
C 1.6380 2.0042 4.6523
O 1.6941 2.0830 3.2532
H 1.6118 2.8002 5.1071
H 2.6223 1.5811 4.9003
H 0.9075 1.2618 4.9468
H 2.6418 2.4795 3.1548
C 3.1964 -2.1470 3.3393
O 4.0966 -1.7990 2.3685
H 3.0351 -3.2911 3.5347
H 2.3764 -1.7638 3.0625
H 3.5305 -1.5320 4.1227
H 3.7086 -1.4025 1.6132
C -1.3476 -2.6641 2.5329
O -0.7901 -3.0164 1.2249
H -1.3413 -3.6371 3.2091
H -2.3089 -2.2522 2.3489
H -0.6448 -1.8072 2.9040
H -0.5388 -2.1203 1.0237
C 2.6519 -3.1530 0.1708
O 2.6679 -1.7151 -0.0399
H 2.0121 -3.3130 0.9765
H 3.8015 -3.3602 0.3625
H 2.3146 -3.5909 -0.7606
H 1.8237 -1.4960 0.2633
C -2.4549 1.7020 2.8094
O -2.7678 0.8126 1.7823
H -1.6459 1.6642 3.5586
H -3.2131 2.0132 3.5499
H -2.4537 2.6878 2.4252
H -2.0368 0.8761 1.0288
C 1.4662 -2.1792 -3.1877
O 0.3224 -2.6252 -2.5030
H 2.3023 -1.8238 -2.5525
H 1.1650 -1.3782 -3.8913
H 1.8503 -3.1891 -3.9278
H 0.2617 -1.9307 -1.9395

E_LUMO: 0.5 eV
HOMO-LUMO gap: 9.574 eV
Total energy: -42364.3412 eV
F_max: 0.226 Eh/bohr

Want to see where the charge sits? The Löwdin charges in e are: C -0.11; O -0.19; C -0.20; C -0.14; N 0.10; H 0.14; H 0.08; C -0.02; C -0.22; O -0.14; C -0.05; H 0.07; H 0.07; H 0.13; H 0.16; H 0.14; H 0.13; H 0.18; H 0.08; H 0.08; H 0.11; H 0.14; H 0.11; H 0.07; H 0.05; C -0.54; O -0.13; O 0.15; O -0.07; H 0.08; C -0.08; C -0.40; O -0.05; H 0.11; H 0.08; H 0.00; H 0.15; H 0.13; H -0.03; C -0.13; O -0.14; H -0.01; H 0.10; H 0.10; H 0.15; C -0.17; O -0.10; H 0.13; H -0.02; H 0.07; H 0.02; C -0.12; O -0.16; H 0.12; H 0.03; H 0.10; H -0.01; C -0.08; O -0.15; H 0.05; H 0.13; H 0.07; H -0.02; C -0.21; O -0.15; H 0.07; H 0.08; H 0.06; H 0.09; C -0.17; O -0.11; H 0.07; H 0.05; H 0.16; H -0.05

=====

# C15H48N12O9

9 unconnected molecules or ions with the total composition C15H48N12O9 (ωB97M-V/def2-TZVPD, the Open Molecules 2025 dataset).

Atoms and positions in Å:
N 0.5216 3.7017 -0.1319
C 1.2667 4.5199 0.6453
N 0.6797 4.8361 1.8294
O 2.3670 4.9493 0.3050
H 0.8973 3.2616 -0.9504
H -0.3527 3.3340 0.2035
H 1.1644 5.4764 2.4264
H -0.1816 4.3581 2.0551
N -0.9317 0.3597 -2.3620
C -0.1640 0.0258 -1.3108
N 0.9591 -0.6609 -1.6195
O -0.3626 0.4600 -0.1532
H -0.5739 0.1546 -3.2877
H -1.8261 0.8192 -2.2233
H 1.5425 -1.1566 -0.9676
H 1.0505 -1.0401 -2.5530
N 3.3201 1.6992 3.7101
C 2.9610 1.5573 2.3915
N 1.6123 1.4500 2.2130
O 3.7427 1.6569 1.4544
H 2.6075 2.0849 4.2986
H 4.2655 1.6418 4.0291
H 1.0286 1.4368 3.0259
H 1.2171 1.2632 1.3024
N -1.5149 -0.5153 -7.2369
C -0.8065 -0.9783 -6.1655
N -0.2419 -2.1994 -6.3790
O -0.6658 -0.3181 -5.1375
H -1.9169 0.3997 -7.1292
H -1.5411 -0.9099 -8.1552
H 0.2075 -2.7201 -5.6299
H -0.4299 -2.6239 -7.2658
N -0.2198 -1.3417 1.9704
C 0.0343 -2.6384 1.7111
N -0.3695 -3.0529 0.4902
O 0.7433 -3.3404 2.4485
H -0.1317 -1.0418 2.9255
H -0.7744 -0.7390 1.3805
H -0.7631 -2.3748 -0.1406
H -0.6202 -4.0113 0.3411
N 2.6538 -4.0905 -2.4784
C 1.4380 -4.0857 -3.1577
N 0.5456 -4.9448 -2.5989
O 1.2861 -3.4636 -4.2050
H 2.7905 -4.5006 -1.5628
H 3.1208 -3.2187 -2.6956
H -0.3355 -5.1820 -3.0185
H 0.9185 -5.5724 -1.9103
C -4.3567 3.2449 -0.2146
C -3.6392 1.9442 -0.5899
C -4.4202 0.7582 -0.0162
O -3.3713 1.8215 -1.9832
H -4.7358 3.2200 0.8063
H -5.1937 3.4864 -0.8721
H -3.6345 4.0662 -0.2038
H -2.6861 1.9171 -0.0514
H -3.8520 -0.1708 -0.1304
H -5.4056 0.5959 -0.4556
H -4.5414 0.8264 1.0664
H -3.5632 2.6946 -2.3425
C -2.1419 2.5077 4.5024
C -2.6061 2.9327 3.1067
C -3.0815 4.3609 3.0283
O -1.4594 2.8776 2.2363
H -1.8567 1.4529 4.5700
H -2.9565 2.6842 5.2056
H -1.2131 2.9990 4.7981
H -3.3136 2.2192 2.6728
H -3.8737 4.6388 3.7195
H -3.3402 4.6071 2.0009
H -2.2082 4.9777 3.2592
H -1.0227 2.0204 2.2479
C 4.9581 -4.8377 1.0799
C 3.7855 -3.9461 1.4237
C 4.0083 -2.5305 0.8485
O 2.6316 -4.4799 0.7483
H 5.8580 -4.4853 1.5765
H 4.9415 -4.9355 -0.0099
H 4.7702 -5.8830 1.3464
H 3.6027 -3.9604 2.5002
H 3.1387 -1.9509 1.2034
H 3.8255 -2.4990 -0.2233
H 4.8257 -1.9219 1.2308
H 1.9093 -3.9776 1.1842

E_LUMO: 0.3 eV
HOMO-LUMO gap: 9.186 eV
Total energy: -52648.6623 eV
F_max: 0.047 Eh/bohr

Want to see where the charge sits? The Löwdin charges in e are: N 0.17; C -0.70; N 0.15; O 0.01; H 0.11; H 0.06; H 0.10; H 0.05; N 0.20; C -0.65; N 0.19; O -0.06; H 0.06; H 0.07; H 0.09; H 0.09; N 0.14; C -0.66; N 0.16; O 0.03; H 0.08; H 0.10; H 0.07; H 0.07; N 0.14; C -0.65; N 0.17; O 0.00; H 0.10; H 0.09; H 0.06; H 0.09; N 0.17; C -0.66; N 0.18; O 0.00; H 0.10; H 0.06; H 0.09; H 0.11; N 0.16; C -0.65; N 0.16; O 0.01; H 0.07; H 0.10; H 0.11; H 0.10; C -0.05; C -0.47; C -0.05; O -0.05; H 0.07; H 0.09; H 0.08; H 0.11; H 0.07; H 0.08; H 0.07; H 0.10; C -0.04; C -0.46; C -0.04; O -0.11; H 0.07; H 0.08; H 0.08; H 0.12; H 0.09; H 0.06; H 0.09; H 0.07; C -0.07; C -0.48; C -0.04; O -0.11; H 0.08; H 0.08; H 0.08; H 0.14; H 0.07; H 0.06; H 0.08; H 0.03